Record 1
C23H15AsCl2F6N6O4Re as an isolated structure, computed with ωB97M-V/def2-TZVPD.

Structure (XYZ):
```
58
Properties=species:S:1:pos:R:3:forces:R:3:nbo_charge:R:1
Re -0.256986 0.002886 0.660439 1.332 -1.003 1.016 1.59
Cl 2.692665 5.143439 4.171137 0.005 -0.030 -0.050 0.09
C 1.629895 3.903890 3.650389 0.025 -0.038 -0.067 -0.05
C 1.907383 3.229294 2.487837 -0.094 -0.006 0.017 -0.20
C 1.021318 2.221559 2.071958 0.075 0.096 -0.026 0.14
N 1.084157 1.459874 0.937215 -0.038 -0.123 0.095 -0.53
C 2.290863 1.423872 0.187425 -0.017 0.039 -0.098 0.67
O 2.911919 2.381711 -0.169034 0.023 -0.049 0.037 -0.48
C 2.708822 0.004097 -0.009446 0.270 0.058 -0.073 0.09
C 3.958666 -0.299828 -0.504081 -0.135 -0.025 0.060 -0.17
C 4.332125 -1.637825 -0.564667 -0.107 0.019 0.037 -0.11
C 3.434316 -2.591637 -0.126169 0.033 0.048 -0.006 -0.22
C 2.190547 -2.194204 0.344696 0.021 -0.113 0.200 0.13
N 1.825603 -0.919231 0.414077 -0.029 0.201 -0.139 -0.45
C -0.095835 1.885239 2.861560 0.014 -0.005 0.068 0.20
C -0.391958 2.605134 4.028551 0.070 0.084 0.053 -0.25
C 0.468788 3.601439 4.416695 -0.108 -0.077 -0.016 -0.04
Cl 0.139255 4.484981 5.848924 -0.035 -0.049 -0.013 0.09
N -0.809721 0.835416 2.338062 -0.104 0.358 -0.308 -0.48
C -2.236060 0.849852 2.573697 -0.072 0.146 0.026 0.66
O -2.758414 0.767516 3.645033 -0.002 -0.010 -0.022 -0.49
C -2.874787 1.059602 1.253334 -0.302 0.048 0.002 0.01
C -4.153533 1.468083 1.091965 0.368 -0.132 0.152 -0.17
C -4.621322 1.716918 -0.246525 0.125 -0.073 -0.115 -0.19
C -3.902564 1.251860 -1.277288 -0.021 0.063 0.126 -0.18
C -2.698559 0.416533 -1.002589 0.216 0.407 -0.025 0.20
N -2.004778 0.811157 0.180514 -1.077 0.233 -0.417 -0.57
H 2.765264 3.499051 1.892333 0.012 0.008 0.006 0.26
H 4.608198 0.503758 -0.820046 -0.002 0.010 0.000 0.26
H 5.303161 -1.923994 -0.943975 0.003 0.004 -0.007 0.24
H 3.672258 -3.644918 -0.156647 0.010 -0.001 0.011 0.24
H 1.469122 -2.923048 0.677402 0.085 0.019 0.015 0.21
H -1.257576 2.363350 4.626601 0.012 0.000 0.017 0.27
H -4.772036 1.646397 1.959927 0.028 0.007 0.031 0.25
H -5.530850 2.279938 -0.400899 -0.010 0.000 -0.022 0.24
H -4.185292 1.417683 -2.306511 0.011 -0.025 -0.016 0.24
H -2.027465 0.342137 -1.848001 -0.015 -0.031 0.002 0.25
C -1.120021 -4.466596 2.784281 0.041 -0.047 0.008 -0.41
N -1.661102 -3.615020 1.720498 0.285 0.139 0.088 -0.37
C -2.738334 -3.995713 0.962294 -0.130 0.121 -0.175 0.11
C -3.293287 -3.194124 0.022505 0.034 -0.013 0.156 -0.33
C -2.708641 -1.904970 -0.162622 -0.239 -0.066 -0.059 0.68
O -3.284531 -1.008444 -0.886559 0.020 -0.353 0.085 -0.46
N -1.587126 -1.646692 0.487126 -0.125 -0.008 -0.430 -0.61
C -1.092604 -2.413880 1.459405 -0.566 -0.228 -0.210 0.78
O -0.138804 -1.864741 2.054319 0.423 0.230 0.116 -0.60
H -1.937722 -5.004849 3.255360 0.008 0.003 0.007 0.23
H -0.631018 -3.831328 3.516978 -0.002 -0.017 0.008 0.25
H -0.400160 -5.170973 2.369880 -0.009 0.005 0.026 0.23
H -3.132031 -4.975618 1.191987 -0.014 -0.001 -0.017 0.24
H -4.164774 -3.486000 -0.540092 -0.005 -0.028 0.005 0.27
F 0.038653 -0.256190 -1.425359 -0.069 0.247 -0.062 -0.64
As 0.289956 -1.601450 -2.833254 -0.057 0.082 0.292 2.86
F 0.478522 -2.696732 -1.485564 -0.198 0.033 -0.443 -0.63
F -1.418550 -1.847520 -2.685909 0.292 0.037 -0.098 -0.61
F 0.515159 -2.783778 -4.020368 -0.037 0.084 0.114 -0.58
F 0.018912 -0.287157 -3.886132 -0.001 -0.177 0.077 -0.58
F 1.953111 -1.190409 -2.694768 -0.225 -0.104 -0.035 -0.60
```
Forces are in eV/Å.

For the HOMO-LUMO gap (alpha / beta), the calculation gives 5.87 / 6.45 eV. The calculation puts the largest force on an atom at 1.953 eV/A. The highest occupied orbital energy (alpha / beta) is -11.2714 / -11.2617 eV. As for the charge: +1. The energy above the lowest of the compared OMol25 structures with the same formula, charge and spin comes out at 0.7 kcal per mole.

=====

Record 2
C23H15AsN4O10RuS as an isolated structure, computed with ωB97M-V/def2-TZVPD.

Structure (XYZ):
```
55
Properties=species:S:1:pos:R:3:forces:R:3:nbo_charge:R:1
Ru -0.437770 1.117686 0.769943 0.095 0.963 0.654 1.23
O -0.273527 -1.566455 3.957068 -0.090 -0.040 -0.080 -0.64
C -0.319732 -0.646660 3.161454 0.255 0.169 0.264 0.77
O 0.215063 -0.589543 1.989213 -0.313 -0.017 -0.340 -0.73
C -0.959624 0.672196 3.576828 0.013 -0.027 -0.015 0.12
C -1.699561 0.923729 4.717284 0.072 0.008 0.019 -0.20
C -2.224617 2.198321 4.892470 0.009 0.020 -0.001 -0.16
C -2.000587 3.192158 3.944845 0.054 0.002 0.055 -0.20
C -1.260389 2.865018 2.827347 -0.063 0.000 0.004 0.12
N -0.762995 1.640576 2.691026 -0.302 -0.096 -0.357 -0.36
C -0.958421 3.755927 1.637949 0.451 0.041 0.187 0.76
O -1.181644 4.946051 1.682264 -0.143 0.001 -0.068 -0.62
O -0.341563 3.125122 0.673255 -0.303 0.081 -0.264 -0.65
H -1.864215 0.121349 5.421994 0.002 -0.001 -0.001 0.24
H -2.829156 2.414582 5.764047 0.008 0.003 0.005 0.21
H -2.404043 4.190310 4.037452 -0.003 -0.003 -0.004 0.24
O -0.522458 -1.971928 -1.112839 -0.002 0.036 0.091 -1.04
As -1.033451 -0.564991 -2.039268 -0.089 0.029 -0.072 2.46
O -0.515738 -0.743962 -3.569567 -0.002 -0.027 -0.011 -1.16
O -0.452212 0.797648 -1.232260 0.145 -0.090 -0.011 -1.11
C -2.992005 -0.513166 -2.050873 -0.007 -0.004 0.000 -0.43
C -3.533732 -0.788264 -3.300917 0.012 0.002 -0.012 -0.19
C -4.908062 -0.758990 -3.504641 -0.006 0.007 0.006 -0.21
C -5.758572 -0.449216 -2.457408 0.011 -0.009 -0.005 -0.21
C -5.234130 -0.168700 -1.203025 -0.015 -0.003 -0.004 -0.21
C -3.864149 -0.197448 -1.004116 0.041 0.095 -0.029 -0.24
S -3.259238 0.156374 0.630155 0.203 -0.446 -0.065 2.41
O -2.156361 -0.793741 0.807685 -0.242 -0.282 0.030 -1.03
O -4.351502 0.015027 1.551982 -0.113 0.180 -0.091 -0.96
O -2.658238 1.514936 0.583720 0.380 -0.269 0.250 -0.96
H -0.886120 -1.886152 -0.214109 -0.017 -0.016 -0.005 0.52
H -2.851868 -1.015955 -4.111329 0.000 -0.003 0.002 0.25
H -5.309777 -0.978997 -4.485878 0.003 0.000 -0.001 0.21
H -6.830265 -0.427690 -2.609621 -0.003 0.000 0.000 0.21
H -5.876492 0.060895 -0.363735 0.005 0.005 -0.001 0.24
N 7.248891 -4.935552 -2.486977 0.005 -0.001 0.009 -0.32
C 6.554718 -4.076286 -2.169628 0.000 -0.007 -0.020 0.29
C 5.694355 -2.993810 -1.775644 -0.016 0.011 0.014 -0.19
C 6.210976 -1.703463 -1.683700 0.005 -0.005 -0.005 -0.15
C 5.390997 -0.660688 -1.295986 0.008 0.004 0.020 -0.24
C 4.055366 -0.909837 -1.010954 -0.038 -0.035 -0.045 0.26
C 3.524646 -2.190182 -1.122238 -0.025 0.011 -0.016 -0.24
C 4.350606 -3.234321 -1.494446 0.011 0.002 -0.001 -0.13
N 3.207388 0.150854 -0.620002 0.107 0.069 0.096 -0.37
C 3.144358 1.423460 -1.166924 -0.046 0.001 -0.049 -0.10
C 2.118147 2.047696 -0.542907 0.104 0.182 0.175 -0.02
N 1.590509 1.200994 0.406305 -0.225 -0.470 -0.260 -0.40
C 2.250224 0.069373 0.324454 0.068 -0.068 0.006 0.24
H 7.254413 -1.526213 -1.904823 0.000 -0.001 -0.001 0.23
H 5.784922 0.341789 -1.196320 -0.004 -0.001 0.002 0.23
H 2.466148 -2.352617 -0.954494 0.013 0.002 0.001 0.26
H 3.951144 -4.234358 -1.589197 -0.001 0.000 0.000 0.23
H 3.770273 1.719611 -1.988699 0.018 0.010 0.018 0.23
H 1.694410 3.022942 -0.701978 -0.026 -0.010 -0.032 0.25
H 2.034663 -0.805438 0.915763 -0.001 -0.001 -0.046 0.26
```
Forces are in eV/Å.

The expectation value of S² is 0.75. For the HOMO-LUMO gap (alpha / beta), the calculation gives 7.75 / 7.73 eV. As for the spin multiplicity: 2. The calculation puts the largest force on an atom at 1.168 eV/A. The highest occupied orbital energy (alpha / beta) is -6.0144 / -5.9854 eV. As for the charge: -1. The energy above the lowest of the compared OMol25 structures with the same formula, charge and spin comes out at 17.2 kcal per mole.